# C4H3O2

The ion C4H3O2 with charge +1 (ωB97M-V with the def2-TZVPD basis set, the Open Molecules 2025 dataset).

```
9
Properties=species:S:1:pos:R:3:mulliken_charge:R:1
C -0.36 -0.64 0.32 0.10
C 0.22 1.66 0.09 0.22
C -0.37 0.53 -0.71 0.00
C 0.88 0.32 0.23 -0.01
O -0.21 -1.85 -0.15 -0.41
O 0.97 0.34 -1.20 -0.06
H -1.00 -0.48 1.20 0.39
H 0.54 2.68 -0.11 0.36
H -0.66 -2.56 0.34 0.41
```

Properties
Kohn-Sham gap (spin up / spin down): 8.27 / 8.28 eV
charge: +1
ΔE to the lowest compared entry with this formula, charge and spin: 141.8 kcal per mole
E: -304.11775 a.u.
largest force on an atom: 4.8 eV Å⁻¹